Record 1
The following is a quantum chemistry calculation of a single C16H21NO2S molecule at a distorted geometry, from the Open Molecules 2025 dataset.

ORCA input file:
```
! RIJCOSX wB97M-V def2-TZVPD def2/J DEFGRID3
* xyz 0 1
H -3.46 -1.34 3.26
C 0.49 -1.33 0.08
H 2.95 -0.02 -1.84
H 1.17 -1.65 2.14
C -3.16 -3.45 2.88
H 1.29 -3.07 1.13
H 1.27 -0.41 -2.26
O 0.45 6.53 -1.76
S -4.53 -4.12 3.76
H -1.28 -0.62 2.40
H -0.33 5.98 -1.50
H 2.16 1.88 -0.44
C -2.79 -5.78 2.68
H 0.73 1.72 -3.10
H 0.05 4.74 -3.75
H -2.24 -6.67 2.39
C 1.47 5.71 -2.28
C 1.06 4.64 -3.33
C -0.69 -2.66 1.84
C -1.56 -1.71 2.40
H -4.51 -6.68 3.69
H 2.48 2.06 -2.98
H -0.34 -4.75 1.50
H 2.34 6.31 -2.61
C 1.88 4.51 -1.37
H 0.51 1.41 -0.77
H 0.11 -1.90 -0.74
C -2.82 -2.11 2.85
H 1.49 4.56 -0.36
N 1.17 3.60 -2.26
O 1.81 -0.89 -0.29
H 1.79 4.50 -4.12
C -1.06 -4.03 1.85
H -0.18 -0.48 0.24
C 0.65 -2.20 1.35
H 2.94 4.37 -1.33
C 1.50 1.40 -1.17
C -2.26 -4.42 2.43
C -3.99 -5.77 3.37
C 1.51 2.17 -2.49
C 1.92 -0.03 -1.46
*
```

- SMILES string: OC1CN(CCCOCCc2ccc3sccc3c2)C1
- Highest occupied orbital energy: -8.27 eV
- HOMO-LUMO gap: 9.070 eV
- Energy above the lowest of the compared OMol25 structures with the same formula, charge and spin: 1.005 eV


Record 2
The following is a quantum chemistry calculation of 6 unconnected molecules or ions with the total composition C48H70F5N4O11S7 at a distorted geometry, from the Open Molecules 2025 dataset.

ORCA input file:
```
! RIJCOSX wB97M-V def2-TZVPD def2/J DEFGRID3
* xyz 1 1
C 2.56 -0.67 6.88
H -9.50 -1.14 -2.90
C 0.25 -4.10 -4.31
H 0.37 9.59 -5.27
F -0.24 -6.09 -1.13
H 2.63 -9.16 7.09
S 1.36 8.58 -1.95
F -2.28 -5.40 -1.85
H 2.70 -6.82 3.74
C -8.11 -0.08 -4.20
H -1.87 -2.39 10.19
N -1.33 -2.29 8.09
H -1.60 -3.33 5.79
C -0.21 -4.33 -2.83
H 2.86 -9.41 3.13
C 2.06 -9.87 5.11
H -0.57 0.36 1.42
N 2.94 -3.90 3.85
H -5.28 -1.80 -2.87
S 4.01 6.00 -5.21
H -0.84 -0.92 9.77
O 0.40 -6.85 5.99
C 1.54 -1.58 0.38
C 0.61 5.30 -0.36
H 0.51 -0.58 4.69
H 0.17 0.66 3.07
C -6.21 -1.78 -3.45
C -3.00 -0.70 9.20
O -0.61 2.73 -6.19
H -3.59 0.10 -4.52
H -3.07 0.13 9.99
C 1.20 -0.94 1.78
H -0.72 9.28 -3.91
H -2.69 -1.04 -6.49
H 3.09 0.30 7.24
H 0.14 11.55 -3.56
H 2.21 8.39 -4.15
O -5.98 -0.46 -5.71
H 3.09 -1.52 7.45
H 2.52 -3.17 -0.55
H 1.86 -0.69 -3.96
H -8.33 0.82 -3.62
F -0.11 -0.13 -0.90
C -0.95 -5.63 -2.30
H 1.15 -7.70 3.61
S 1.12 -3.58 7.66
H 1.85 10.88 -1.53
N 2.28 -2.80 0.39
C 1.81 -9.05 6.38
H -2.97 -3.61 8.45
N 2.71 -3.55 1.40
C 1.21 8.32 -3.71
H -6.21 -2.59 -4.18
C 1.37 -1.31 4.55
C -2.97 0.67 -5.21
F -0.85 -6.67 -3.25
C 0.98 -2.77 -4.70
C 2.71 -0.79 5.29
C -1.81 0.71 -7.38
C -8.60 -1.34 -3.47
C 0.09 -2.24 7.77
H -1.47 -5.10 6.29
H 3.94 -3.62 3.92
H -3.40 1.68 -5.29
C 6.17 4.82 -4.20
H -1.15 -0.24 -4.45
H -1.71 2.08 1.11
C 0.33 9.47 -4.18
C 0.87 -1.91 -2.20
O 3.53 7.19 -4.53
H 0.01 -4.93 -5.05
C -1.73 4.14 0.08
C 0.11 -3.22 -1.81
H -8.84 -2.11 -4.21
C -2.06 -4.13 6.48
H -3.05 -0.21 8.17
C 2.45 -3.08 2.71
C 0.83 10.71 -3.45
H 2.90 -4.87 3.46
S 0.82 -0.56 7.51
C 1.65 -1.75 3.06
H 3.86 -8.85 4.48
H 6.27 5.21 -3.18
H -1.46 6.25 -0.96
H -7.64 -2.83 -2.19
C 5.80 5.97 -5.15
H 3.50 -1.62 5.11
C -1.03 2.93 0.73
H 5.13 3.05 -3.46
C -1.53 0.75 -4.73
H -7.34 -1.15 -1.72
H -0.24 -3.38 -0.74
C -1.66 -1.61 9.38
S -6.34 -0.23 -4.33
H -1.35 -4.44 8.68
H -3.17 -4.27 6.25
O 0.27 7.91 -1.29
H 1.28 6.15 -0.77
C 0.44 0.43 1.98
O 2.88 -6.64 6.45
H -1.38 1.45 -3.92
C -2.92 0.02 -6.59
C -7.46 -1.82 -2.58
O -5.72 0.80 -3.53
H 7.14 4.38 -4.48
C 1.01 10.34 -1.98
H 0.78 7.34 -3.91
O 3.59 5.66 -6.54
H 2.87 4.03 -4.48
H 5.08 3.26 -5.22
H -2.87 4.15 0.04
O 2.74 8.37 -1.57
H 1.25 -2.68 -5.82
H -8.55 0.00 -5.19
C 5.04 3.79 -4.26
H 6.17 5.79 -6.16
C 1.37 4.11 0.30
H -1.31 0.03 -8.07
C 2.83 -8.98 4.13
H 1.06 -2.28 5.12
C 1.32 1.71 1.48
C 3.75 4.59 -4.15
H 2.51 4.09 0.41
C -1.89 -3.67 8.03
H 6.17 6.93 -4.78
C 1.09 -0.87 -0.98
H 0.10 10.51 -1.41
O 0.59 0.50 -6.28
H 1.11 -10.16 4.67
H 2.61 -10.78 5.34
H 1.79 11.02 -3.88
H 0.87 -9.31 6.85
S -0.62 1.29 -6.17
C 0.52 2.91 0.82
H -3.88 0.10 -7.11
C 1.33 -1.65 -3.66
F 2.19 0.00 -1.36
H -2.18 1.58 -7.93
S 1.75 -7.33 5.87
O 2.56 1.69 1.67
C -0.94 5.35 -0.49
H 3.60 4.96 -3.13
H -3.92 -1.36 9.29
C 2.11 -7.64 4.14
H 3.04 0.16 4.76
*
```

- Highest occupied orbital energy: -10.15 eV
- HOMO-LUMO gap: 5.733 eV


Record 3
The following is a quantum chemistry calculation of a single C6H5NOS3 molecule at a distorted geometry, from the Open Molecules 2025 dataset.

ORCA input file:
```
! RIJCOSX wB97M-V def2-TZVPD def2/J DEFGRID3
* xyz 0 1
N -0.22 1.72 -0.56
C -0.93 -1.02 -0.15
C 1.65 -1.45 -0.06
H -1.23 -1.22 -1.19
C -1.76 0.14 0.43
C -1.44 1.36 -0.38
H -2.82 -0.09 0.39
S 3.20 -0.58 -0.04
O 2.81 2.18 1.03
H -1.47 0.30 1.47
H -2.21 1.94 -0.87
C 0.80 1.00 -0.20
H -1.11 -1.93 0.42
C 0.52 -0.70 -0.12
S 2.53 1.49 -0.22
S 1.68 -3.12 0.07
*
```

- Highest occupied orbital energy (alpha / beta): -8.41 / -8.41 eV
- HOMO-LUMO gap (alpha / beta): 5.879 / 5.869 eV
- Energy above the lowest of the compared OMol25 structures with the same formula, charge and spin: 3.796 eV


Record 4
The following is a quantum chemistry calculation of a molecular structure, C30H31N2OPTl, from the Open Molecules 2025 dataset.

ORCA input file:
```
! RIJCOSX wB97M-V def2-TZVPD def2/J DEFGRID3
* xyz 1 1
C 3.91 -0.17 4.36
Tl -0.21 1.79 -0.50
C -1.66 -4.02 3.21
H 4.80 -0.21 4.99
H 5.44 0.67 -1.13
C -1.99 3.06 3.89
H -2.01 -5.00 3.50
H 3.76 -1.15 -3.15
H 5.19 -1.07 -1.35
C 1.65 -0.06 2.73
N -2.62 0.57 0.19
C -5.39 0.15 0.24
H 0.63 4.79 2.65
H 5.03 -0.13 2.55
H 3.55 -2.58 -1.07
H 0.77 -0.78 -2.72
H 0.55 -0.12 4.56
P 0.04 0.04 1.82
C -4.50 -0.90 0.04
H 2.52 -3.16 -2.39
C 3.24 -0.02 0.70
H 3.29 1.06 -2.06
C -0.73 -1.48 2.49
H 1.58 -1.45 -4.11
C 4.05 -0.11 2.99
C 2.93 -0.05 2.15
H 0.02 -4.77 2.10
C 1.68 -0.71 -3.32
N 2.50 0.25 -0.31
C 2.69 -2.33 -1.70
C -0.51 -3.89 2.43
H -7.13 -1.10 0.13
C 2.65 -0.17 4.93
H -2.36 0.99 3.62
C -3.47 1.58 0.42
C 1.54 -0.12 4.12
C 3.33 0.11 -1.52
H -2.43 -1.45 -0.12
H -3.24 -2.98 4.21
C 0.30 2.69 2.40
H -7.33 0.35 1.12
H -7.31 0.48 -0.64
H 1.75 0.27 -3.79
H -1.42 5.13 3.99
H -3.03 2.55 0.60
H -2.47 -0.77 3.55
C -0.02 3.95 2.87
C -1.17 4.14 3.62
H -4.85 -1.90 -0.12
C -0.53 1.59 2.66
C -6.87 -0.05 0.21
H 0.83 -2.54 1.47
C -2.34 -2.89 3.61
H 1.25 2.54 1.90
H 1.81 -2.23 -1.06
H 2.54 -0.21 6.01
C -1.89 -1.62 3.24
C -4.84 1.42 0.46
C -3.14 -0.64 0.02
H -5.48 2.27 0.64
O 4.53 -0.31 0.44
H -2.88 3.20 4.49
C -0.06 -2.64 2.08
C -1.68 1.80 3.40
C 2.91 -1.03 -2.47
C 4.74 -0.15 -0.96
*
```

- Highest occupied orbital energy: -11.07 eV
- HOMO-LUMO gap: 8.506 eV


Record 5
The following is a quantum chemistry calculation of 12 unconnected molecules or ions with the total composition C47H77BF3NO22S4 at a distorted geometry, from the Open Molecules 2025 dataset.

ORCA input file:
```
! RIJCOSX wB97M-V def2-TZVPD def2/J DEFGRID3
* xyz 0 1
H 7.58 0.53 1.28
H -0.46 2.63 -0.36
H 0.28 6.34 2.73
C -4.37 0.69 2.52
H -0.45 1.22 -5.34
C -2.58 -2.39 5.93
C -0.02 -4.29 3.69
C 0.40 3.54 -3.12
H -2.90 3.84 -2.98
H -1.37 1.21 -0.55
N 0.34 -0.78 0.55
H -5.17 -4.07 6.31
H -4.31 -2.99 2.52
C 4.35 2.10 1.94
C -0.56 -0.93 1.83
H -1.82 -1.71 -8.89
H 0.15 -1.92 6.05
H -1.31 -0.11 -8.69
C -0.62 1.65 0.11
H -0.79 -0.34 3.90
H 4.27 -2.12 1.34
C -5.48 0.05 3.03
O -1.70 -1.99 6.92
O 4.96 2.60 0.81
F 1.58 4.08 -2.63
H 6.02 4.23 3.24
C -3.77 -1.56 -2.62
H 4.74 3.31 -0.98
H -0.49 -3.54 4.33
C 6.87 -0.05 0.70
H -0.23 -0.21 -2.39
C -5.65 0.13 4.43
H -3.07 6.84 1.22
C -4.51 -3.60 5.58
C -3.66 1.49 4.60
H -4.19 0.60 1.46
O 1.19 -4.55 4.20
H -1.38 -3.71 -7.66
H -0.15 -4.04 -6.34
H 2.00 -1.27 1.81
H 4.34 -2.37 -1.14
C -1.44 -1.03 -8.12
H 4.33 -2.27 5.11
H -1.51 -0.55 1.45
C 1.62 -1.59 0.84
C -0.50 6.72 2.08
O 3.34 1.44 1.92
H -6.43 -0.42 4.93
H 6.68 2.84 4.05
S 0.03 -1.79 -7.36
C 2.08 -3.58 4.51
C -1.92 3.43 -3.20
C -0.43 -1.46 -0.58
C 6.58 2.33 -3.68
H -0.70 -0.34 5.92
B -4.99 -0.51 -4.17
C 6.16 3.15 3.14
H -3.39 -1.81 1.64
H -1.11 1.75 1.08
O -3.17 -2.43 -2.00
C -0.83 -3.33 -6.80
C -5.54 -0.14 -6.34
O 3.94 1.56 -3.18
H -4.21 -5.64 2.14
O -4.23 -1.69 -3.78
C -0.78 3.94 -2.62
H 7.28 2.43 -4.51
H 3.08 -1.32 -3.24
H -0.53 -1.90 -2.60
O -3.53 -3.05 6.46
O 1.83 -2.38 4.38
H 1.38 -2.65 0.86
C 5.00 -1.64 0.71
H -4.14 -4.38 4.92
H 4.74 1.55 -0.86
H -1.64 -3.01 -6.14
S -3.04 -4.06 0.70
S 4.86 1.93 -4.31
C 0.68 0.70 0.22
C 5.93 -0.86 1.40
H 6.90 3.10 2.34
H 1.30 1.10 1.02
H 0.00 0.93 2.91
H 5.11 -3.77 5.45
O 3.28 -4.14 4.81
O 0.34 -0.99 -6.12
H 7.59 0.64 -1.12
C -1.81 2.46 -4.13
H -0.12 7.58 1.53
C -4.72 0.85 5.25
H 1.84 -0.09 -3.66
H -4.85 -2.45 0.89
H -0.75 -1.98 2.05
H 1.44 2.20 -4.41
H -2.99 2.04 5.25
H -0.05 -0.84 7.42
O -1.66 4.20 1.68
H 0.25 -3.97 2.68
H -2.55 1.75 2.82
O -7.95 -0.93 -6.06
H 3.33 3.61 -5.18
F 5.83 -0.96 2.70
C -0.54 -1.22 6.53
S -1.16 5.41 0.85
F -6.33 -0.60 2.25
C -6.80 -0.74 -5.57
H 4.44 4.22 -4.00
O -5.46 0.09 -7.58
C -4.00 -2.71 1.52
C 5.00 -1.64 -0.71
O -4.77 0.46 -3.06
H 1.57 -1.75 -4.06
C -3.46 1.34 3.23
H 3.25 2.59 -0.41
C 6.01 -0.93 -1.40
O -4.58 0.10 -5.41
C 0.50 2.46 -3.95
H 5.04 3.98 -5.66
H -0.74 4.80 -1.97
H 4.71 -3.22 3.78
H -2.28 7.33 -0.12
C 4.38 3.59 -4.89
H -0.78 -5.07 3.69
H -5.06 -2.91 4.93
O -2.45 -2.15 4.72
O 4.97 2.41 3.03
C 4.33 2.46 -0.44
H 1.26 0.73 -0.70
H -2.16 -0.73 -7.36
C 6.87 -0.07 -0.72
C 4.35 -3.31 4.81
H -4.80 0.92 6.32
H -2.75 2.15 -4.55
H 6.60 3.26 -3.10
H 7.03 1.50 -3.13
C 0.03 -1.19 -1.99
H -0.60 -2.51 -0.32
H 5.89 -1.00 -2.47
O -1.67 -4.17 1.36
C -0.08 -0.14 3.10
C -4.00 -5.60 1.07
H 0.92 -0.42 3.42
O -3.79 0.35 -1.00
H -1.28 6.93 2.81
C -0.61 1.91 -4.52
C 2.01 -1.10 -3.31
H 2.39 -1.41 0.09
C -2.57 6.39 0.36
O -6.46 -0.78 -4.32
H -3.31 -6.39 0.78
H -1.46 -1.11 -0.54
H -4.90 -5.71 0.46
C -4.07 -0.11 -2.08
O 1.42 -1.35 -1.99
H -3.26 5.80 -0.24
*
```

- Highest occupied orbital energy: -8.60 eV
- HOMO-LUMO gap: 8.749 eV


Record 6
The following is a quantum chemistry calculation of 2 unconnected molecules or ions with the total composition C3H9N2O2 at a distorted geometry, from the Open Molecules 2025 dataset.

ORCA input file:
```
! RIJCOSX wB97M-V def2-TZVPD def2/J DEFGRID3
* xyz 1 3
C -2.30 -0.53 -0.60
H 3.18 1.48 -0.12
H 2.13 0.99 1.40
H -2.93 -1.65 1.25
C 2.50 0.62 0.43
H -0.61 -0.71 1.22
C -2.68 -0.70 0.65
H -2.88 0.18 1.24
H 0.94 0.77 -2.44
H -2.31 -1.29 -1.38
N 0.34 -0.06 -0.23
H -2.09 0.45 -0.77
O 0.25 -0.36 1.08
O 1.79 0.73 -1.77
H 3.22 -0.32 0.58
N 1.44 0.42 -0.53
*
```

- Highest occupied orbital energy (alpha / beta): -9.77 / -14.22 eV
- HOMO-LUMO gap (alpha / beta): 4.378 / 5.351 eV
- Energy above the lowest of the compared OMol25 structures with the same formula, charge and spin: 5.591 eV
- ⟨S²⟩: 2.01


Record 7
The following is a quantum chemistry calculation of a single C4H5NO molecule at a distorted geometry, from the Open Molecules 2025 dataset.

ORCA input file:
```
! RIJCOSX wB97M-V def2-TZVPD def2/J DEFGRID3
* xyz 0 1
H -0.81 1.59 0.17
H -0.52 1.05 -1.14
H 2.50 -0.59 0.56
H 0.19 -0.46 1.75
N -2.81 -1.01 0.04
H 1.87 0.37 -0.92
C -0.82 0.62 -0.19
C -2.03 0.02 -0.22
C 1.56 -0.32 -0.10
O 0.56 -1.15 -0.50
C 0.31 -0.13 0.56
*
```

- SMILES string: N#CC[C@@H]1CO1
- Highest occupied orbital energy: -10.44 eV
- HOMO-LUMO gap: 11.058 eV
- Energy above the lowest of the compared OMol25 structures with the same formula, charge and spin: 4.977 eV


Record 8
The following is a quantum chemistry calculation of 11 unconnected molecules or ions with the total composition H22O11 at a distorted geometry, from the Open Molecules 2025 dataset.

ORCA input file:
```
! RIJCOSX wB97M-V def2-TZVPD def2/J DEFGRID3
* xyz 0 1
H -3.95 1.29 0.67
H -1.61 2.46 -0.03
H -0.13 1.02 1.23
O -2.38 1.12 -2.84
H 2.05 -3.42 2.25
H -1.32 3.83 -0.74
H 1.24 -0.62 2.28
H -2.41 1.68 -2.03
H 2.02 0.14 -1.46
H -3.71 0.43 -0.52
H -1.17 0.09 0.59
H 1.99 2.08 -1.13
H 2.16 0.69 0.59
O 2.41 -0.28 -0.69
O -1.80 -0.99 -0.72
H 0.66 2.45 -1.74
H 0.71 -1.43 3.50
H -1.56 1.42 -3.27
O -1.09 0.93 1.09
H -1.92 -0.32 -1.37
O 0.75 -2.55 -0.26
O -3.83 1.32 -0.26
H 2.92 1.91 1.32
H 1.82 -1.10 -0.55
O -1.23 2.89 -0.84
H 0.49 -2.92 0.60
O 2.08 1.45 1.25
H -1.10 -1.51 -1.10
O 1.47 1.98 -1.91
H 2.45 -4.94 2.34
O 1.95 -4.31 1.83
O 0.87 -1.50 2.57
H 1.17 -3.31 -0.66
*
```

- SMILES string: O.O.O.O.O.O.O.O.O.O.O
- Highest occupied orbital energy: -10.89 eV
- HOMO-LUMO gap: 11.166 eV
- Energy above the lowest of the compared OMol25 structures with the same formula, charge and spin: 0.458 eV


Let's list energy in order: -33351.165 -168807.574 -42342.410 -50618.577 -148690.401 -10314.442 -7761.549 -22881.056 eV.